A 2-piece molecular cluster, C3H10N2P overall, computed with the ωB97M-V functional and the def2-TZVPD basis.

For the calculated total energy, the calculation gives -15530.46624 eV. The HOMO-LUMO gap (alpha / beta) is 9.36 / 9.36 eV. For the energy above the lowest of the compared OMol25 structures with the same formula, charge and spin, the calculation gives 494.3 kJ/mol. The calculation puts the LUMO energy (alpha / beta) at -4.27 / -4.27 eV. For the HOMO energy (alpha / beta), the calculation gives -13.6 / -13.6 eV.

The geometry in ORCA input format:
```
! RIJCOSX wB97M-V def2-TZVPD def2/J DEFGRID3
* xyz 1 1
C 0.020 0.825 -0.321
C 1.220 -1.202 1.183
C -0.922 0.878 -1.568
N -0.098 -0.901 0.836
N -1.394 1.338 -0.154
P 1.410 1.946 0.032
H 1.150 -2.193 1.580
H 1.654 -0.306 1.717
H 1.805 -1.492 0.279
H -1.496 0.084 -1.943
H -0.660 1.721 -2.244
H -1.883 0.722 0.464
H -1.615 2.341 -0.029
H -0.552 -1.555 0.166
H 1.166 1.728 1.385
H 0.585 3.061 0.069
*
```

Here are the Löwdin charges for atoms 1 to 8, given in e: atom 1 (C): -0.4888, atom 2 (C): -0.2219, atom 3 (C): 0.0198, atom 4 (N): 0.0073, atom 5 (N): 0.0656, atom 6 (P): 0.9042, atom 7 (H): 0.0926, atom 8 (H): 0.0750

=====

A 2-piece molecular cluster, C9H14O overall, computed with the ωB97M-V functional and the def2-TZVPD basis.

For the calculated total energy, the calculation gives -11605.00156 eV. The HOMO-LUMO gap (alpha / beta) is 2.16 / 6.70 eV. For the energy above the lowest of the compared OMol25 structures with the same formula, charge and spin, the calculation gives 127.0 kJ/mol. The calculation puts the LUMO energy (alpha / beta) at 3.20 / 3.08 eV. For the HOMO energy (alpha / beta), the calculation gives 1.0 / -3.6 eV.

The geometry in ORCA input format:
```
! RIJCOSX wB97M-V def2-TZVPD def2/J DEFGRID3
* xyz -1 2
C 1.936 -1.273 -2.277
C -0.586 1.137 -0.740
C 0.268 2.225 -0.443
C -0.054 0.075 -1.503
C 1.309 0.046 -1.865
C 1.626 2.256 -0.819
C 2.074 1.137 -1.538
H -1.622 1.199 -0.402
H -0.145 3.061 0.142
H -0.581 -0.769 -1.877
H 2.272 3.124 -0.546
H 3.081 -1.206 -2.201
H 1.647 -1.664 -3.292
H 3.138 1.232 -1.796
H 1.682 -2.078 -1.729
C -1.335 -1.303 2.300
C -2.820 -1.166 1.803
O -1.386 -1.645 3.656
H -0.908 -2.171 1.692
H -0.714 -0.426 2.130
H -2.948 -1.570 0.785
H -1.730 -2.535 3.916
H -3.133 -0.115 1.901
H -3.466 -1.726 2.524
*
```

Here are the Löwdin charges for atoms 1 to 8, given in e: atom 1 (C): -0.1184, atom 2 (C): -0.1712, atom 3 (C): -0.2055, atom 4 (C): -0.1634, atom 5 (C): -0.3572, atom 6 (C): -0.1996, atom 7 (C): -0.1619, atom 8 (H): 0.0675

=====

C24H72FKO12 as an isolated structure, computed with the ωB97M-V functional and the def2-TZVPD basis.

For the calculated total energy, the calculation gives -69668.21444 eV. The HOMO-LUMO gap is 8.86 eV. For the energy above the lowest of the compared OMol25 structures with the same formula, charge and spin, the calculation gives 49.5 kJ/mol. The calculation puts the LUMO energy at -0.47 eV. For the HOMO energy, the calculation gives -9.3 eV.

The geometry in ORCA input format:
```
! RIJCOSX wB97M-V def2-TZVPD def2/J DEFGRID3
* xyz 0 1
K -2.794 9.566 -3.115
F -0.765 11.958 -1.113
C -1.629 15.698 -2.675
C -2.618 14.812 -1.931
O -1.991 14.386 -0.694
H -2.189 16.311 -3.382
H -0.880 15.145 -3.241
H -1.056 16.366 -2.033
H -2.965 14.026 -2.602
H -3.433 15.462 -1.615
H -1.558 13.556 -0.904
C -5.739 13.363 -2.348
C -6.287 14.409 -1.410
O -7.417 15.000 -2.004
H -4.864 12.906 -1.886
H -5.467 13.862 -3.278
H -6.465 12.592 -2.610
H -5.641 15.255 -1.179
H -6.579 13.930 -0.475
H -8.121 15.086 -1.357
C -5.271 11.219 1.180
C -3.799 11.624 0.915
O -3.393 11.110 -0.317
H -5.901 11.871 0.575
H -5.559 11.424 2.211
H -5.427 10.162 0.966
H -3.082 11.350 1.689
H -3.796 12.706 0.785
H -2.489 11.345 -0.535
C -4.996 10.879 -6.597
C -5.087 11.424 -5.157
O -5.411 10.324 -4.351
H -4.721 11.768 -7.165
H -5.901 10.405 -6.977
H -4.117 10.235 -6.622
H -5.796 12.243 -5.038
H -4.166 11.857 -4.766
H -6.355 10.174 -4.439
C 2.417 10.238 -3.225
C 3.122 9.928 -4.494
O 2.493 10.623 -5.547
H 2.661 11.246 -2.889
H 2.771 9.587 -2.426
H 1.337 10.130 -3.326
H 3.126 8.872 -4.765
H 4.170 10.206 -4.376
H 2.594 11.558 -5.357
C 5.356 14.402 -5.209
C 4.512 13.505 -4.302
O 3.157 13.470 -4.732
H 5.089 15.441 -5.020
H 5.344 14.133 -6.265
H 6.395 14.324 -4.888
H 4.587 13.843 -3.269
H 4.795 12.453 -4.327
H 2.618 13.726 -3.980
C -1.272 12.576 -6.121
C -0.684 12.348 -4.707
O -1.707 12.076 -3.782
H -2.066 13.321 -6.164
H -1.621 11.693 -6.655
H -0.460 13.023 -6.696
H -0.099 13.229 -4.442
H 0.011 11.509 -4.742
H -1.359 12.252 -2.905
C 1.059 13.627 1.881
C 0.719 12.139 2.110
O 1.111 11.358 1.055
H 1.029 14.200 2.807
H 0.287 13.997 1.205
H 2.026 13.825 1.418
H -0.354 12.031 2.269
H 1.240 11.797 3.004
H 0.454 11.477 0.365
C -3.034 18.220 1.603
C -2.669 17.166 0.533
O -1.944 16.129 1.193
H -2.120 18.560 2.089
H -3.665 17.735 2.348
H -3.536 19.035 1.082
H -2.039 17.620 -0.231
H -3.582 16.748 0.109
H -1.940 15.427 0.538
C 4.773 11.984 -0.731
C 4.633 10.950 0.385
O 3.909 11.460 1.478
H 5.364 11.508 -1.514
H 5.248 12.940 -0.510
H 3.806 12.137 -1.209
H 5.612 10.555 0.656
H 4.130 10.070 -0.017
H 2.955 11.385 1.406
C 2.176 15.850 -2.148
C 1.620 14.580 -1.517
O 1.483 13.498 -2.405
H 2.287 16.702 -1.477
H 1.541 16.221 -2.952
H 3.184 15.679 -2.526
H 0.662 14.781 -1.036
H 2.266 14.291 -0.688
H 0.940 12.876 -1.916
C -1.243 8.813 0.955
C -0.256 8.494 -0.131
O -0.669 9.092 -1.320
H -2.256 8.490 0.715
H -1.254 9.885 1.152
H -1.011 8.196 1.823
H -0.271 7.418 -0.305
H 0.767 8.808 0.078
H -0.534 10.036 -1.214
*
```

Here are the Löwdin charges for atoms 1 to 8, given in e: atom 1 (K): 0.8726, atom 2 (F): -0.4339, atom 3 (C): -0.0636, atom 4 (C): -0.2487, atom 5 (O): -0.1094, atom 6 (H): 0.0812, atom 7 (H): 0.0585, atom 8 (H): 0.0700

=====

F5Li4Sr as an isolated structure, computed with the ωB97M-V functional and the def2-TZVPD basis.

For the calculated total energy, the calculation gives -15244.81712 eV. The HOMO-LUMO gap is 4.45 eV. For the energy above the lowest of the compared OMol25 structures with the same formula, charge and spin, the calculation gives 0.0 kJ/mol. The calculation puts the LUMO energy at -5.70 eV. For the HOMO energy, the calculation gives -10.2 eV.

The geometry in ORCA input format:
```
! RIJCOSX wB97M-V def2-TZVPD def2/J DEFGRID3
* xyz 1 1
Sr 11.235 -6.935 -4.490
Li 15.842 -3.803 -3.577
Li 13.864 -8.507 -3.585
Li 13.749 -5.605 -4.016
Li 11.909 -4.404 -2.212
F 14.945 -3.924 -5.583
F 12.966 -6.909 -2.599
F 13.643 -7.289 -5.285
F 15.708 -5.749 -3.572
F 12.264 -4.493 -4.255
*
```

Here are the Löwdin charges for atoms 1 to 8, given in e: atom 1 (Sr): 1.6779, atom 2 (Li): 0.7828, atom 3 (Li): 0.8232, atom 4 (Li): 0.6154, atom 5 (Li): 0.8589, atom 6 (F): -0.7864, atom 7 (F): -0.7577, atom 8 (F): -0.7188